(1)
One molecule with the formula C5H8O2. Source: OMol25; level of theory: ωB97M-V with the def2-TZVPD basis set.

- total charge = 0
- energy above the lowest of the compared OMol25 structures with the same formula, charge and spin (eV) = 2.267

XYZ file:
```
15
Properties=species:S:1:pos:R:3:nbo_charge:R:1
O 1.16 1.09 -1.34 -0.486
O -2.21 0.75 0.73 -0.698
C 0.25 0.22 0.90 -0.465
C -0.78 -0.53 -0.90 -0.465
C 1.89 -0.13 -1.24 -0.106
C 0.60 0.04 -0.58 0.205
C -1.21 -0.22 0.57 0.113
H -1.93 1.55 0.25 0.462
H 0.78 -0.44 1.59 0.221
H -1.56 -1.09 1.13 0.179
H 1.95 -0.71 -2.16 0.182
H -1.34 0.02 -1.66 0.228
H 2.81 -0.07 -0.65 0.182
H -0.78 -1.60 -1.14 0.221
H 0.32 1.25 1.25 0.227
```

(2)
One molecule with the formula C24H14F6N4O3S. Source: OMol25; level of theory: ωB97M-V with the def2-TZVPD basis set.

- total charge = 0

XYZ file:
```
52
Properties=species:S:1:pos:R:3:nbo_charge:R:1
S 0.76 1.76 -3.87 0.365
F -1.19 -1.89 7.41 -0.316
F 0.01 -5.41 -7.20 -0.321
F 0.11 -3.23 6.35 -0.316
F -2.01 -4.68 -7.18 -0.324
F -1.08 -5.33 -5.35 -0.323
F -1.78 -2.68 5.50 -0.323
O 3.21 0.73 2.73 -0.368
O 3.28 -1.36 3.24 -0.366
O -1.19 3.05 6.15 -0.578
N -0.94 3.40 3.94 -0.609
N -0.29 0.64 -1.80 -0.504
N 2.79 -0.26 3.29 0.521
N -0.27 -0.81 -3.58 -0.595
C -0.73 -2.21 6.20 0.975
C -0.72 3.03 2.61 0.141
C -0.10 -1.03 5.50 -0.153
C -0.17 1.31 4.91 -0.135
C -0.21 2.32 -0.05 0.004
C 0.13 3.59 0.43 -0.178
C -1.10 1.77 2.13 -0.241
C 1.59 -0.10 4.09 0.075
C 0.63 2.65 -2.40 -0.459
C 0.54 -0.68 -5.89 -0.269
C -0.12 3.93 1.74 -0.239
C -0.51 -2.66 -5.04 -0.249
C -0.83 2.65 5.07 0.662
C 0.05 1.90 -1.42 0.112
C -0.07 -1.35 -4.83 0.253
C -0.71 0.22 5.59 -0.114
C 0.01 0.40 -3.03 0.267
C 1.00 1.15 4.18 -0.157
C 0.26 -2.59 -7.32 -0.210
C -0.34 -3.27 -6.27 -0.118
C 1.05 -1.20 4.74 -0.160
C 0.70 -1.30 -7.12 -0.179
C -0.85 -4.67 -6.49 0.973
C -0.84 1.43 0.82 -0.183
H -1.59 0.35 6.19 0.251
H -1.13 0.46 0.45 0.239
H 0.15 4.92 2.10 0.218
H 0.99 3.66 -2.37 0.239
H 1.46 1.99 3.67 0.261
H 0.38 -3.08 -8.28 0.230
H -0.71 -1.43 -2.91 0.415
H -1.61 1.08 2.78 0.223
H -1.22 4.36 4.11 0.417
H 1.17 -0.76 -7.93 0.222
H 1.53 -2.17 4.64 0.267
H 0.60 4.30 -0.23 0.212
H 0.89 0.33 -5.77 0.217
H -0.98 -3.20 -4.23 0.227
```

(3)
A 4-piece molecular cluster, C36H38F3NO4 overall. Source: OMol25; level of theory: ωB97M-V with the def2-TZVPD basis set.

- total charge = 0
- energy above the lowest of the compared OMol25 structures with the same formula, charge and spin (eV) = 0.000

XYZ file:
```
82
Properties=species:S:1:pos:R:3:lowdin_charge:R:1
F 2.12 3.75 -3.45 0.047
F -7.60 -6.22 4.86 0.053
F 2.07 -1.17 -2.01 0.045
O -4.01 -0.08 -0.38 0.109
O -1.33 0.30 2.85 0.132
O -1.37 4.53 1.19 0.134
O -2.93 -1.34 1.13 -0.017
N -1.80 2.37 1.91 0.055
C 1.71 -2.37 -4.01 -0.018
C -3.21 2.28 1.51 -0.097
C -0.99 3.41 1.39 -0.345
C 3.31 3.78 -4.08 -0.285
C 1.70 -1.18 -3.31 -0.290
C 5.21 2.62 -4.93 -0.079
C 3.97 0.10 3.90 -0.108
C -4.09 1.46 2.47 -0.122
C 1.48 0.73 1.63 0.048
C 3.89 -0.98 1.52 -0.203
C 1.33 0.02 -3.89 -0.033
C 0.37 2.83 1.18 -0.078
C 5.74 3.83 -5.35 -0.096
C -7.26 -4.59 3.20 -0.018
C -5.07 -3.61 2.97 -0.091
C 2.63 2.56 0.57 -0.009
C -6.39 -3.70 2.57 -0.079
C 3.82 4.99 -4.49 -0.017
C -3.85 -0.44 0.76 -0.516
C -4.66 0.12 1.91 -0.072
C -6.77 -5.36 4.24 -0.289
C 3.93 0.45 0.98 -0.167
C 1.51 3.38 0.62 0.019
C -1.74 -1.35 0.32 -0.214
C 0.95 0.02 -5.22 -0.075
C 0.94 -1.16 -5.95 -0.091
C 0.36 1.54 1.67 -0.071
C -1.68 -2.43 -0.75 -0.046
C -0.99 1.26 2.21 -0.355
C 1.32 -2.35 -5.34 -0.081
C 2.64 1.25 1.07 -0.190
C -5.45 -5.29 4.66 -0.018
C 5.05 5.01 -5.13 -0.083
C 3.71 -1.14 3.05 -0.252
C 3.98 2.59 -4.28 -0.016
C -4.60 -4.40 4.01 -0.076
H 4.73 1.00 1.48 0.115
H -1.03 -3.24 -0.44 0.072
H -4.39 -2.93 2.47 0.080
H 3.13 -1.55 0.98 0.106
H 2.70 -1.51 3.26 0.094
H 3.26 5.90 -4.31 0.118
H 6.70 3.85 -5.86 0.101
H -1.61 -0.36 -0.13 0.118
H -3.55 3.31 1.48 0.124
H -6.76 -3.09 1.76 0.105
H 3.22 0.88 3.77 0.067
H 2.01 -3.28 -3.52 0.117
H 1.52 4.39 0.24 0.124
H -3.57 -4.33 4.33 0.106
H 4.96 0.53 3.70 0.074
H 4.19 0.44 -0.08 0.119
H 3.54 1.66 -3.94 0.098
H 4.38 -1.92 3.40 0.100
H 1.43 -0.27 2.03 0.116
H -4.95 2.07 2.74 0.109
H 0.64 -1.15 -6.99 0.102
H -5.67 0.28 1.54 0.122
H 1.31 -3.27 -5.91 0.105
H -4.71 -0.60 2.72 0.108
H -2.65 -2.84 -1.01 0.082
H -3.28 1.90 0.49 0.120
H -1.24 -1.98 -1.65 0.071
H -8.29 -4.68 2.91 0.117
H -5.11 -5.91 5.47 0.117
H 3.97 -0.18 4.96 0.073
H -3.54 1.30 3.40 0.108
H 4.84 -1.44 1.25 0.107
H -0.92 -1.48 1.03 0.111
H 0.66 0.96 -5.69 0.109
H 1.34 0.92 -3.29 0.111
H 5.47 5.95 -5.46 0.105
H 5.74 1.70 -5.10 0.106
H 3.55 2.95 0.13 0.119
```

(4)
C34H37N9PPt as an isolated structure. Source: OMol25; level of theory: ωB97M-V with the def2-TZVPD basis set.

- total charge = +1
- energy above the lowest of the compared OMol25 structures with the same formula, charge and spin (eV) = 0.000

XYZ file:
```
82
Properties=species:S:1:pos:R:3:lowdin_charge:R:1
Pt -0.33 -1.01 0.06 1.096
P 2.12 -3.41 1.39 1.171
N -0.96 0.91 0.36 -0.050
N 0.63 -5.07 -0.36 -0.113
N 1.14 -2.59 3.81 -0.125
N -1.26 1.54 -1.87 0.152
N 4.25 -2.50 -0.18 -0.134
N 2.92 -0.87 0.50 0.060
N -1.83 3.00 -0.20 0.148
N 0.07 -1.58 2.17 -0.039
N -0.13 -3.03 -0.23 -0.138
C 0.15 -1.83 4.38 -0.026
C 1.25 1.95 1.88 -0.025
C 4.75 -1.34 -0.69 -0.056
C -2.71 1.60 3.55 -0.084
C 0.72 -1.36 -4.08 -0.091
C -1.18 1.31 1.71 -0.312
C 1.47 -6.25 -0.17 -0.015
C -0.18 -0.66 -1.91 -0.238
C -2.61 3.86 -1.02 -0.204
C 2.08 -3.41 4.54 -0.026
C 4.79 -3.83 -0.41 -0.026
C -1.17 1.87 -4.63 -0.040
C -2.46 1.20 2.25 -0.050
C -4.41 4.22 -2.57 -0.074
C -0.51 -1.22 3.36 -0.094
C -0.51 -5.03 -1.11 -0.029
C 3.13 -2.17 0.53 -0.479
C -4.14 5.58 -2.56 -0.072
C 0.12 -0.28 -4.70 -0.055
C -0.39 2.20 3.78 -0.036
C -0.12 1.82 2.47 -0.231
C 0.57 -1.54 -2.71 -0.139
C -3.12 6.07 -1.76 -0.034
C -0.68 0.47 -2.57 -0.205
C 0.83 -3.84 0.17 -0.433
C -3.66 3.36 -1.79 -0.034
C -1.67 2.10 4.32 -0.077
C -1.35 1.77 -0.55 -0.345
C -0.99 -3.76 -1.02 -0.100
C 3.92 -0.34 -0.25 -0.123
C -0.57 0.66 -3.96 -0.217
C -2.33 5.23 -0.99 -0.208
C 1.06 -2.42 2.47 -0.445
C -1.22 5.77 -0.13 -0.034
H 1.26 2.66 1.06 0.085
H -0.89 -5.89 -1.62 0.131
H -3.71 1.51 3.96 0.109
H 1.90 -3.27 5.61 0.095
H -1.87 -3.32 -1.45 0.118
H -3.25 0.80 1.63 0.127
H 0.83 -7.12 -0.04 0.099
H -4.73 6.26 -3.16 0.108
H 2.08 -6.12 0.72 0.062
H 1.08 -2.38 -2.26 0.075
H 0.21 -0.14 -5.77 0.111
H -1.55 2.32 -2.44 0.100
H 0.41 2.60 4.39 0.115
H -2.91 7.14 -1.75 0.115
H -5.22 3.83 -3.17 0.108
H -3.88 2.30 -1.77 0.122
H -2.24 1.95 -4.44 0.084
H 1.59 0.99 1.48 0.041
H -1.35 -0.56 3.41 0.087
H 5.88 -3.79 -0.38 0.097
H 3.11 -3.12 4.32 0.092
H 2.11 -6.41 -1.03 0.098
H 1.94 -4.47 4.30 0.087
H 0.01 -1.80 5.45 0.129
H 5.64 -1.32 -1.30 0.123
H 4.45 -4.50 0.37 0.061
H -0.28 5.24 -0.33 0.082
H -1.85 2.41 5.34 0.107
H -1.06 6.82 -0.33 0.081
H 4.48 -4.21 -1.38 0.095
H 1.96 2.28 2.63 0.083
H 1.31 -2.06 -4.65 0.101
H -0.70 2.80 -4.29 0.090
H -1.44 5.66 0.93 0.086
H 4.00 0.72 -0.44 0.105
H -1.02 1.81 -5.70 0.082
H -1.77 3.23 0.78 0.138
```

(5)
One molecule with the formula C25H24N2O3. Source: OMol25; level of theory: ωB97M-V with the def2-TZVPD basis set.

- total charge = 0
- energy above the lowest of the compared OMol25 structures with the same formula, charge and spin (eV) = 1.436

XYZ file:
```
54
Properties=species:S:1:pos:R:3:nbo_charge:R:1
O 1.30 0.31 0.70 -0.561
O -1.02 4.32 -1.69 -0.494
O -0.64 -2.86 2.83 -0.619
N -1.66 -1.97 -0.98 -0.498
N -1.02 -1.33 1.19 -0.430
C -2.23 1.29 -0.14 -0.199
C 0.93 -0.07 2.02 -0.064
C 1.87 2.68 0.91 -0.089
C 3.87 3.43 -0.23 -0.222
C -0.97 -2.64 1.68 0.668
C -1.36 -3.66 0.72 -0.228
C 2.76 3.69 0.55 -0.208
C -1.09 2.99 -1.41 0.304
C -2.04 -4.26 -1.52 -0.237
C -1.40 -5.01 1.09 -0.138
C -2.12 2.60 -0.55 -0.223
C 0.07 4.78 -2.46 -0.255
C 3.25 1.11 -0.32 -0.059
C -2.07 -5.59 -1.15 -0.177
C 3.49 -0.29 -0.79 -0.623
C -1.75 -5.96 0.16 -0.232
C -0.23 2.02 -1.92 -0.329
C -1.69 -3.28 -0.59 0.252
C -1.35 -1.07 -0.12 0.472
C 4.11 2.14 -0.67 -0.208
C -0.37 0.70 -1.52 -0.068
C 0.65 3.06 1.70 -0.629
C -1.33 0.33 -0.59 -0.142
C 2.13 1.38 0.48 0.361
C -0.58 -0.30 2.11 -0.251
H 2.72 -0.59 -1.49 0.219
H -2.81 3.36 -0.20 0.221
H 1.44 -1.01 2.26 0.195
H 4.54 4.23 -0.50 0.212
H -2.28 -3.96 -2.53 0.226
H -0.81 -0.66 3.12 0.252
H -0.03 5.86 -2.48 0.200
H 0.40 4.10 1.53 0.222
H 0.55 2.28 -2.61 0.226
H -3.03 1.01 0.54 0.217
H -1.79 -7.01 0.44 0.216
H 0.30 -0.04 -1.91 0.214
H -1.15 -5.27 2.10 0.234
H 4.46 -0.37 -1.28 0.213
H 1.23 0.69 2.75 0.190
H -2.35 -6.34 -1.86 0.215
H 0.03 4.39 -3.48 0.176
H 2.56 4.70 0.88 0.208
H -0.20 2.45 1.40 0.219
H 1.02 4.51 -2.00 0.185
H -1.13 0.62 1.91 0.221
H 4.97 1.93 -1.28 0.209
H 3.46 -0.99 0.05 0.223
H 0.82 2.93 2.77 0.215
```

(6)
C23H25CaN4O2S as an isolated structure. Source: OMol25; level of theory: ωB97M-V with the def2-TZVPD basis set.

- total charge = -1
- energy above the lowest of the compared OMol25 structures with the same formula, charge and spin (eV) = 0.192

XYZ file:
```
56
Properties=species:S:1:pos:R:3:nbo_charge:R:1
Ca -0.99 -0.20 -0.17 1.773
S -2.88 -2.48 -0.24 -0.494
O -2.05 1.44 0.49 -1.058
O 0.20 0.73 -1.92 -0.784
N -0.24 -2.59 -0.69 -0.585
N 2.06 0.81 -0.50 -0.503
N -0.41 -1.06 2.14 -0.484
N 1.29 0.10 0.39 -0.309
C 1.91 3.70 -4.29 -0.224
C -1.33 -3.29 -0.28 0.082
C -2.76 3.71 0.72 -0.620
C -1.25 -1.72 2.92 0.086
C -4.22 1.80 1.43 -0.623
C 1.84 -0.62 1.29 0.189
C -0.86 -2.71 3.81 -0.277
C 3.29 3.88 -4.24 -0.224
C 3.31 -0.80 1.46 -0.688
C -1.16 -4.64 0.11 -0.292
C -3.15 2.26 0.42 0.253
C 0.95 -3.18 -0.75 0.045
C 3.44 2.27 -2.47 -0.207
C 1.38 -2.34 3.06 -0.261
C 1.30 2.80 -3.43 -0.207
C 1.18 -4.49 -0.41 -0.321
C 4.05 3.16 -3.33 -0.229
C 0.49 -3.03 3.87 -0.158
C 1.35 1.13 -1.58 0.580
C 0.08 -5.23 0.04 -0.173
C 0.90 -1.36 2.20 0.188
C -3.75 2.19 -1.00 -0.628
C 2.06 2.08 -2.51 -0.023
H -3.61 4.40 0.64 0.178
H -4.05 1.16 -1.23 0.204
H -2.30 -1.45 2.82 0.219
H -1.98 4.03 0.02 0.204
H 1.76 -2.54 -1.09 0.194
H 3.84 -0.12 0.78 0.256
H 2.43 -2.58 3.08 0.216
H -1.59 -3.22 4.41 0.216
H 1.32 4.27 -4.99 0.203
H -5.12 2.42 1.39 0.179
H 2.17 -4.92 -0.48 0.205
H 5.12 3.29 -3.30 0.200
H 3.60 -1.83 1.22 0.216
H -2.99 2.49 -1.73 0.203
H -3.81 1.85 2.44 0.197
H -2.35 3.78 1.73 0.199
H -4.49 0.76 1.22 0.207
H 0.20 -6.27 0.34 0.200
H 3.77 4.58 -4.92 0.199
H 0.84 -3.81 4.53 0.207
H 0.23 2.63 -3.46 0.237
H -4.62 2.84 -1.12 0.180
H 3.63 -0.60 2.48 0.213
H 4.01 1.70 -1.74 0.230
H -2.02 -5.19 0.45 0.218
```

Number 1: orbital gap 11.10 eV, largest force on an atom 0.44 eV/Å, E_HOMO -10.182 eV. Number 2: orbital gap 7.14 eV, largest force on an atom 1.15 eV/Å, E_HOMO -8.081 eV. Number 3: orbital gap 9.02 eV, largest force on an atom 0.77 eV/Å, E_HOMO -9.197 eV. Number 4: orbital gap 7.93 eV, largest force on an atom 0.40 eV/Å, E_HOMO -9.840 eV. Number 5: orbital gap 9.04 eV, largest force on an atom 0.79 eV/Å, E_HOMO -8.348 eV. Number 6: orbital gap 7.14 eV, largest force on an atom 0.95 eV/Å, E_HOMO -4.487 eV.